Entry 1:
113
Properties=species:S:1:pos:R:3 method="wB97M-V/def2-TZVPD" spin_multiplicity=2 relative_energy_ev=1.8766 lumo_energy_ev="0.03 / -2.94" orbital_gap_ev="7.542 / 4.575"
Rb 0.1208 0.3124 -1.5826
O -2.6601 3.7714 -3.3316
C -2.0115 2.9938 -2.4534
O -2.3999 1.8875 -2.1540
C -0.7695 3.6441 -1.9246
C -0.4040 4.9297 -2.2866
C 0.8019 5.4109 -1.7964
C 1.5719 4.5984 -0.9929
C 1.1227 3.3170 -0.6694
N -0.0418 2.8702 -1.1237
C 2.0151 2.3947 0.1956
O 2.9555 2.9644 0.7548
O 1.7277 1.1723 0.1983
H -3.4653 3.2939 -3.5825
H -1.0334 5.5226 -2.9320
H 1.1350 6.4080 -2.0523
H 2.5239 4.9067 -0.5852
C -2.1066 0.3269 2.3098
C -0.8188 -0.2800 1.7676
As -0.6153 -2.2582 1.8452
C -1.0901 -2.4534 3.7302
C -0.0101 -2.5015 4.6114
C -0.2118 -2.5848 5.9810
C -1.5000 -2.6369 6.4876
C -2.5810 -2.6038 5.6196
C -2.3782 -2.5098 4.2521
C -2.3018 -2.8828 1.0660
C -2.9423 -2.2179 0.0295
C -4.0820 -2.7391 -0.5653
C -4.5926 -3.9531 -0.1380
C -3.9487 -4.6433 0.8812
C -2.8137 -4.1148 1.4730
As -3.3614 1.0914 0.9976
C -2.8065 2.9646 1.0532
C -1.5835 3.3601 1.5805
C -1.1852 4.6894 1.5268
C -2.0071 5.6384 0.9413
C -3.2285 5.2518 0.4045
C -3.6192 3.9238 0.4559
C -4.8897 1.1601 2.1999
C -5.0583 2.1229 3.1884
C -6.1509 2.0679 4.0397
C -7.0819 1.0466 3.9162
C -6.9188 0.0804 2.9351
C -5.8291 0.1412 2.0777
H -1.8910 1.1011 3.0498
H -2.7090 -0.4153 2.8396
H 0.0345 0.0490 2.3711
H -0.5479 0.0606 0.7654
H 1.0022 -2.4770 4.2208
H 0.6406 -2.6145 6.6473
H -1.6613 -2.7062 7.5547
H -3.5902 -2.6463 6.0074
H -3.2375 -2.4888 3.5919
H -2.5525 -1.2721 -0.3220
H -4.5763 -2.1914 -1.3587
H -5.4836 -4.3625 -0.5953
H -4.3327 -5.5972 1.2181
H -2.3306 -4.6713 2.2686
H -0.9077 2.6342 2.0161
H -0.2221 4.9735 1.9322
H -1.6965 6.6748 0.9007
H -3.8768 5.9878 -0.0540
H -4.5774 3.6399 0.0287
H -4.3368 2.9255 3.2928
H -6.2740 2.8240 4.8047
H -7.9330 1.0062 4.5832
H -7.6404 -0.7197 2.8306
H -5.7112 -0.6183 1.3104
Cl -0.6537 0.8243 -4.5760
Ge -2.1601 -0.5442 -3.9437
Cl -3.0283 -1.4251 -5.6895
Cl -1.0894 -2.0400 -2.8413
C 6.2286 -1.7466 -3.5968
N 4.9995 -1.1707 -4.1257
N 4.4518 -0.1148 -3.4024
C 3.0701 -0.1723 -3.4414
O 2.3837 0.7002 -2.9119
C 2.7641 -1.3901 -4.1478
C 3.9455 -1.9617 -4.5019
C 4.1964 -3.2790 -5.1433
C 5.1998 1.0148 -2.9865
C 4.8988 1.5757 -1.7494
C 5.5772 2.7121 -1.3446
C 6.5668 3.2591 -2.1517
C 6.8699 2.6804 -3.3741
C 6.1751 1.5601 -3.8082
H 6.8683 -0.9348 -3.2618
H 6.7372 -2.2847 -4.3941
H 6.0235 -2.4156 -2.7560
H 1.7786 -1.7572 -4.3776
H 3.2551 -3.7174 -5.4659
H 4.6668 -3.9692 -4.4397
H 4.8516 -3.1832 -6.0094
H 4.1323 1.1452 -1.1228
H 5.3183 3.1560 -0.3928
H 7.1021 4.1406 -1.8248
H 7.6380 3.1097 -4.0031
H 6.3789 1.1161 -4.7740
N 3.0447 -1.5444 -0.3062
C 2.7030 -2.7690 0.2269
C 2.9996 -3.0735 1.5593
C 2.6257 -4.2943 2.0937
C 1.9648 -5.2428 1.3240
C 1.6959 -4.9535 -0.0075
C 2.0630 -3.7360 -0.5565
H 3.0575 -0.7378 0.3072
H 2.6015 -1.2951 -1.1749
H 3.5007 -2.3364 2.1744
H 2.8484 -4.5046 3.1328
H 1.6665 -6.1885 1.7537
H 1.1853 -5.6790 -0.6288
H 1.8323 -3.5131 -1.5932



Entry 2:
43
Properties=species:S:1:pos:R:3 method="wB97M-V/def2-TZVPD" relative_energy_ev=16.7980 lumo_energy_ev=0.11 orbital_gap_ev=8.458
C 4.2388 -0.4349 -1.7201
C 3.9433 -0.2664 -2.9989
C 2.5841 -0.1094 -3.7172
N 1.6498 0.4464 -2.8752
C 0.7714 -0.1550 -2.2115
N 0.2133 0.4357 -1.3709
N 0.6835 1.7240 -1.5179
C 1.3375 1.6947 -2.5762
C 2.0575 2.8925 -3.0939
H 1.9028 3.0520 -4.0281
H 3.1783 2.6274 -2.8798
H 1.6717 3.6920 -2.6318
S 0.7749 -1.8942 -2.2483
C -0.1752 -2.4110 -0.6968
H -0.2016 -3.3283 -0.5676
H -1.0432 -2.0192 -0.9156
C 0.4769 -1.3338 0.4857
O 1.7253 -1.2771 0.5253
C -0.6304 -0.9380 1.3432
C -1.7356 -1.0982 1.7100
C -2.1612 0.0088 2.5385
C -0.7809 0.5721 2.8449
N 0.0209 0.0628 2.0838
H 1.1018 0.4274 2.0136
C -0.9041 1.7714 3.5509
H -0.2641 1.5205 4.7014
H -1.6027 2.5081 4.0623
H -0.1387 2.4491 3.2169
C -3.2525 0.3290 3.2981
O -3.3900 0.9776 4.3956
C -4.7395 -0.1683 2.5393
H -5.0102 -1.0288 2.7753
H -5.4830 0.5467 2.9344
H -4.5373 0.0944 1.4951
C -2.6842 -2.0605 1.2010
H -3.3514 -2.0275 0.3604
H -2.2835 -2.9598 0.8585
H -3.2264 -2.4931 2.1675
H 2.4069 -1.0088 -4.2904
H 2.9719 0.5741 -4.6331
H 4.9602 -0.3288 -3.6191
H 5.4314 -0.7371 -1.3555
H 3.4937 -0.3283 -1.1540



Entry 3:
18
Properties=species:S:1:pos:R:3 method="wB97M-V/def2-TZVPD" relative_energy_ev=4.9817 lumo_energy_ev=-0.63 orbital_gap_ev=8.859
C 0.3409 1.2131 -0.6265
C -0.1100 -1.4853 1.7316
C -0.6099 2.3601 -0.3602
C 1.2332 -0.8683 -0.2728
N 0.8871 -1.7433 0.7056
O 1.0313 0.7714 0.4352
C -0.4162 -0.1487 -1.1581
C -1.3568 -0.7007 -1.6973
O 2.1064 -0.9614 -1.0783
H 1.6763 -2.3167 0.9718
H 0.9689 1.3671 -1.5226
H -0.0349 -2.2519 2.5019
H -1.1011 -1.5366 1.2853
H 0.0019 -0.5062 2.2000
H -1.3239 2.0899 0.4158
H -1.1385 2.6566 -1.2668
H -0.0174 3.2043 0.0010
H -2.1373 -1.1433 -2.2656